[1]
A 2-piece molecular cluster, C2H5NO2S overall. Source: the OMol25 dataset; level of theory: ωB97M-V with the def2-TZVPD basis set.

Its net charge is 0. Its orbital gap is 8.90 eV. The calculation puts the total energy at -682.5369 Eh. The value obtained for the energy above the lowest of the compared OMol25 structures with the same formula, charge and spin is 269.6 kJ/mol. Its spin multiplicity is 1.

XYZ file:
```
11
Properties=species:S:1:pos:R:3:forces:R:3:mulliken_charge:R:1
C -3.167414 -0.122605 -0.170307 1.48 0.72 -0.20 0.06
C 2.224999 0.102658 -0.350139 0.50 -0.17 1.10 -0.59
N 1.043974 0.666810 0.295907 -0.13 0.87 -0.81 -0.19
O -2.628938 -1.184356 -0.045133 0.14 -0.65 0.20 -0.41
O -1.047543 1.865539 0.405029 -0.59 1.02 0.34 -0.49
S 0.213324 1.801841 -0.279841 1.15 -1.27 0.28 0.45
H -2.596679 0.818504 -0.042693 -0.48 -0.35 0.17 0.12
H -4.167618 -0.034940 -0.515949 -1.57 -0.03 -0.27 0.26
H 2.943461 -0.110595 0.505415 -0.87 -0.35 -1.37 0.23
H 1.799243 -0.752962 -0.879889 0.66 -0.52 0.47 0.26
H 2.779515 0.647471 -1.115065 -0.28 0.72 0.07 0.30
```
Forces are in eV/Å.

[2]
C2H5NO2S as an isolated structure. Source: the OMol25 dataset; level of theory: ωB97M-V with the def2-TZVPD basis set.

Its net charge is 0. Its orbital gap (spin up / spin down) is 5.52 / 7.83 eV. The calculation puts the total energy at -682.3615 Eh. The value obtained for the energy above the lowest of the compared OMol25 structures with the same formula, charge and spin is 310.4 kJ/mol. Its spin multiplicity is 3.

XYZ file:
```
11
Properties=species:S:1:pos:R:3:forces:R:3:mulliken_charge:R:1
C -0.438079 0.044436 0.287673 -4.88 -1.27 -4.04 -0.80
C 0.359437 -0.373893 -0.920295 -1.75 0.54 1.01 -0.40
N 0.918523 -0.023016 1.364824 4.01 1.46 1.37 -0.31
O 2.850840 -1.064235 0.005096 0.41 -0.49 0.28 -0.54
O 2.362658 1.330440 -0.299827 -0.35 0.43 0.53 -0.52
S 1.905407 0.001145 -0.018096 1.41 -0.91 -0.25 0.96
H -0.790147 1.067298 0.281382 0.07 0.20 0.24 0.32
H -1.150127 -0.664101 0.691234 0.00 0.07 -0.06 0.35
H 0.300661 -1.432388 -1.142331 0.21 -0.10 0.01 0.30
H 0.220152 0.240707 -1.802624 0.40 0.15 0.04 0.32
H 0.971623 0.800982 1.946351 0.45 -0.08 0.88 0.34
```
Forces are in eV/Å.

[3]
A 2-piece molecular cluster, C2H5NO3 overall. Source: the OMol25 dataset; level of theory: ωB97M-V with the def2-TZVPD basis set.

Its net charge is 0. Its orbital gap is 10.83 eV. The calculation puts the total energy at -359.6653 Eh. The value obtained for the energy above the lowest of the compared OMol25 structures with the same formula, charge and spin is 115.5 kJ/mol. Its spin multiplicity is 1.

XYZ file:
```
11
Properties=species:S:1:pos:R:3:forces:R:3:mulliken_charge:R:1
C -0.116326 -1.703197 0.546750 3.54 1.03 0.54 0.09
N -0.513586 -1.456637 -0.739607 -1.63 -0.14 0.38 -0.48
O -0.277001 -0.944587 1.478113 -1.37 -0.42 -0.15 -0.48
H 0.796556 -2.344078 0.612163 -0.87 -0.70 -0.16 0.31
H -0.377936 -2.181665 -1.423432 0.09 -0.16 -0.03 0.23
H -1.455698 -1.069174 -0.737464 0.18 0.18 -0.46 0.26
O 1.373927 3.065908 0.095793 0.29 0.94 0.12 -0.44
C 0.424571 2.362141 0.219462 0.54 -0.43 0.73 0.24
O 0.287936 1.325596 -0.599290 -0.23 -0.06 -1.57 -0.46
H -0.343133 2.563412 0.984359 -0.16 -0.39 -0.25 0.30
H 0.200690 0.382283 -0.436847 -0.39 0.16 0.86 0.43
```
Forces are in eV/Å.

[4]
A 2-piece molecular cluster, C2H5NO3 overall. Source: the OMol25 dataset; level of theory: ωB97M-V with the def2-TZVPD basis set.

Its net charge is 0. Its orbital gap is 10.97 eV. The calculation puts the total energy at -359.6813 Eh. The value obtained for the energy above the lowest of the compared OMol25 structures with the same formula, charge and spin is 73.7 kJ/mol. Its spin multiplicity is 1.

XYZ file:
```
11
Properties=species:S:1:pos:R:3:forces:R:3:mulliken_charge:R:1
O -0.749554 -1.803044 -1.332890 -0.07 0.45 0.04 -0.47
C -0.470950 -1.039345 -0.446030 0.22 -0.33 -1.02 0.02
N 0.714685 -0.313152 -0.370396 -0.11 0.12 0.64 -0.11
C 1.601461 0.166712 -1.336833 -0.25 -0.75 0.76 0.14
O 2.684120 0.580508 -1.004603 -0.49 0.07 -0.69 -0.52
H -1.135699 -0.838312 0.401853 0.09 -0.27 0.20 0.32
H 1.012512 -0.178889 0.582343 0.21 0.40 0.18 0.28
H 1.151309 0.104561 -2.338025 0.44 0.15 -0.13 0.31
H -1.348207 1.705837 2.377671 -0.14 -0.39 0.19 0.32
H -1.784800 0.810038 1.251882 -0.17 -0.03 0.34 0.33
O -1.674880 0.805081 2.215030 0.28 0.57 -0.51 -0.63
```
Forces are in eV/Å.

[5]
A 2-piece molecular cluster, C2H5NO3 overall. Source: the OMol25 dataset; level of theory: ωB97M-V with the def2-TZVPD basis set.

Its net charge is 0. Its orbital gap is 10.58 eV. The calculation puts the total energy at -359.6674 Eh. The value obtained for the energy above the lowest of the compared OMol25 structures with the same formula, charge and spin is 110.0 kJ/mol. Its spin multiplicity is 1.

XYZ file:
```
11
Properties=species:S:1:pos:R:3:forces:R:3:mulliken_charge:R:1
O -0.519153 -2.653019 -0.917810 0.70 -0.01 0.27 -0.52
C -0.637554 -1.977422 0.079402 -1.99 -0.37 -0.45 0.08
N -0.421437 -0.630240 0.116013 1.35 0.62 -1.02 -0.17
C 0.763012 -0.150802 -0.589576 -0.76 -0.87 1.59 0.09
O 1.567613 0.421388 0.075494 1.00 0.01 -0.79 -0.46
H -1.145347 -2.383909 0.976458 0.37 0.12 0.07 0.32
H -0.542347 -0.081834 0.953657 0.01 -0.34 0.36 0.27
H 0.841892 -0.451792 -1.633366 0.01 0.09 -0.13 0.40
H 0.666434 2.762501 0.696218 0.37 -0.71 0.18 0.31
H -0.544213 2.933822 -0.065629 -0.64 -0.23 -0.23 0.27
O -0.028905 2.211306 0.309141 -0.42 1.70 0.16 -0.58
```
Forces are in eV/Å.

[6]
A 2-piece molecular cluster, C2H5NO3S overall. Source: the OMol25 dataset; level of theory: ωB97M-V with the def2-TZVPD basis set.

Its net charge is 0. Its orbital gap (spin up / spin down) is 9.49 / 9.49 eV. The calculation puts the total energy at -757.8012 Eh. The value obtained for the energy above the lowest of the compared OMol25 structures with the same formula, charge and spin is 261.9 kJ/mol. Its spin multiplicity is 1.

XYZ file:
```
12
Properties=species:S:1:pos:R:3:forces:R:3:mulliken_charge:R:1
C 0.954226 0.315777 0.639265 -0.03 0.32 -1.68 0.41
C -0.411804 0.512756 -0.099868 -0.45 -2.21 -0.06 0.67
N 1.176258 -0.960445 0.990279 1.97 2.51 1.04 -0.34
O 1.663912 1.290735 0.774062 -0.06 -0.42 0.09 -0.59
O -0.217184 -1.161564 -1.338182 0.47 1.52 1.73 -0.74
O -0.667036 1.507355 -0.912550 -0.03 0.08 0.17 -0.44
S -1.694260 0.244998 1.111526 1.03 -0.38 -0.16 -0.16
H 0.487917 -1.585181 0.741188 -1.23 -2.05 -0.94 0.22
H 2.126146 -1.189370 1.276132 -0.69 -0.20 0.01 0.25
H -0.887622 -1.390157 -1.997231 -0.34 0.64 0.37 0.22
H 0.078224 1.752038 -1.473379 0.43 -0.20 0.04 0.36
H -2.608776 0.663061 0.288756 -1.06 0.38 -0.61 0.14
```
Forces are in eV/Å.

[7]
A 2-piece molecular cluster, C2H5NO3S overall. Source: the OMol25 dataset; level of theory: ωB97M-V with the def2-TZVPD basis set.

Its net charge is 0. Its orbital gap (spin up / spin down) is 8.15 / 8.53 eV. The calculation puts the total energy at -757.7333 Eh. The value obtained for the energy above the lowest of the compared OMol25 structures with the same formula, charge and spin is 440.2 kJ/mol. Its spin multiplicity is 1.

XYZ file:
```
12
Properties=species:S:1:pos:R:3:forces:R:3:mulliken_charge:R:1
C -0.381179 0.976152 0.063992 -2.05 -0.57 -0.08 0.20
C -2.460802 -0.418046 0.065752 2.26 1.59 -0.05 -0.83
N 2.383848 0.475437 -0.178612 -0.96 -0.32 0.18 -0.50
O -0.254632 2.138677 0.033968 0.07 -0.71 0.05 -0.30
O 0.907033 -0.956060 1.315109 -0.09 0.34 0.10 -0.58
O 0.669443 -1.112986 -1.147084 -0.02 0.38 -0.02 -0.58
S 0.929148 -0.332637 0.026837 1.25 -0.20 -0.17 1.07
H -1.928462 -1.297677 -0.224351 0.01 -0.44 -0.08 0.33
H -2.708676 -0.266709 1.093940 -0.17 -0.05 0.36 0.33
H -2.998265 0.128972 -0.681387 -0.22 0.11 -0.21 0.32
H 2.875319 0.198689 -1.011205 -0.04 -0.09 -0.28 0.27
H 2.967221 0.466191 0.643045 -0.05 -0.03 0.20 0.27
```
Forces are in eV/Å.

[8]
C2H5NO3S as an isolated structure. Source: the OMol25 dataset; level of theory: ωB97M-V with the def2-TZVPD basis set.

Its net charge is 0. Its orbital gap (spin up / spin down) is 7.23 / 7.96 eV. The calculation puts the total energy at -757.6362 Eh. The value obtained for the energy above the lowest of the compared OMol25 structures with the same formula, charge and spin is 230.8 kJ/mol. Its spin multiplicity is 3.

XYZ file:
```
12
Properties=species:S:1:pos:R:3:forces:R:3:mulliken_charge:R:1
C 0.904601 2.111801 0.368747 -0.35 -0.65 -1.18 -0.18
C -1.585531 -1.280265 -0.240504 -3.77 2.28 -0.45 -0.55
N 1.661487 1.303666 -0.324735 0.46 2.02 1.50 -0.31
O 1.238322 -0.743172 1.221887 0.31 -0.21 2.75 -0.49
O 1.864464 -1.130443 -1.082374 1.98 -1.36 -2.12 -0.54
O -0.906605 -0.138968 -0.590336 -2.23 0.06 0.19 -0.21
S 1.255334 -0.308132 -0.123109 -0.86 1.35 -0.80 0.89
H -0.005590 1.593131 0.809820 1.01 1.44 0.31 0.24
H 1.025798 3.281599 0.348854 -0.16 -2.59 -0.08 0.26
H -1.736725 -1.375302 0.855233 0.41 0.35 -0.21 0.31
H -1.043420 -2.099862 -0.549300 1.21 -2.18 -0.70 0.33
H -2.672132 -1.214055 -0.694187 1.99 -0.50 0.78 0.24
```
Forces are in eV/Å.

[9]
A 2-piece molecular cluster, C2H5NOS overall. Source: the OMol25 dataset; level of theory: ωB97M-V with the def2-TZVPD basis set.

Its net charge is 0. Its orbital gap (spin up / spin down) is 8.14 / 6.86 eV. The calculation puts the total energy at -607.2291 Eh. The value obtained for the energy above the lowest of the compared OMol25 structures with the same formula, charge and spin is 466.7 kJ/mol. Its spin multiplicity is 1.

XYZ file:
```
10
Properties=species:S:1:pos:R:3:forces:R:3:mulliken_charge:R:1
C -0.025894 1.449747 0.469483 -0.22 -3.05 -2.00 -0.19
C 1.398043 -0.286218 -0.569608 1.47 0.86 2.72 -0.57
N 0.998993 0.957213 0.065606 -0.74 0.49 0.51 -0.22
O -2.867417 -0.847867 0.574960 0.15 0.32 -0.01 -0.42
S -2.526570 0.460224 -0.398712 1.11 0.40 0.43 -0.12
H -0.229163 2.427168 0.660039 -0.76 2.66 1.12 0.38
H 2.480257 -0.016479 -0.736563 -1.10 -1.38 -0.68 0.26
H 1.302248 -1.060529 0.246567 0.26 0.45 -1.16 0.24
H 0.739144 -0.463622 -1.384508 -0.12 -0.36 -0.92 0.30
H -2.264655 -1.533261 0.282374 -0.05 -0.38 -0.01 0.33
```
Forces are in eV/Å.

[10]
C2H5NOS in the gas phase. Source: the OMol25 dataset; level of theory: ωB97M-V with the def2-TZVPD basis set.

Its net charge is 0. Its orbital gap is 9.12 eV. The calculation puts the total energy at -607.2608 Eh. The value obtained for the energy above the lowest of the compared OMol25 structures with the same formula, charge and spin is 383.5 kJ/mol. Its spin multiplicity is 1.

XYZ file:
```
10
Properties=species:S:1:pos:R:3:forces:R:3:mulliken_charge:R:1
C 1.639370 -0.807367 0.205556 3.40 -5.78 0.46 -0.70
C -0.106146 0.370228 -0.181529 -8.67 3.69 2.77 0.39
H 2.766294 -0.746189 0.065999 -1.30 0.41 0.72 0.27
H 1.372848 -1.131600 1.451045 0.46 1.31 -4.13 0.30
H 1.471865 -1.765025 -0.581794 -0.33 2.41 2.51 0.31
H 0.554968 2.319652 0.321572 -2.22 -1.52 -0.75 0.27
H -1.330735 2.369190 0.590260 3.99 -3.43 -2.54 0.31
N -0.342018 1.766911 0.062322 -2.52 3.10 2.22 -0.56
O 1.107470 0.348595 -0.304024 5.84 -1.54 -0.66 -0.29
S -1.281264 -0.848770 0.000293 1.35 1.35 -0.61 -0.29
```
Forces are in eV/Å.

[11]
A 2-piece molecular cluster, C2H5NOS overall. Source: the OMol25 dataset; level of theory: ωB97M-V with the def2-TZVPD basis set.

Its net charge is 0. Its orbital gap is 9.12 eV. The calculation puts the total energy at -607.2707 Eh. The value obtained for the energy above the lowest of the compared OMol25 structures with the same formula, charge and spin is 357.2 kJ/mol. Its spin multiplicity is 1.

XYZ file:
```
10
Properties=species:S:1:pos:R:3:forces:R:3:mulliken_charge:R:1
C -0.616265 -1.399383 1.539403 -1.35 2.07 -1.86 -0.07
C -1.629755 0.352932 -0.003522 -0.49 3.78 -3.09 -0.71
N -1.034990 -0.567393 0.793857 1.15 -3.28 3.02 -0.05
O 1.720671 0.394533 -0.805602 0.73 1.41 -0.53 -0.48
S 1.997857 -0.405404 0.659315 1.75 -0.63 -1.99 -0.05
H 2.413606 1.071677 -1.118766 -1.14 -1.74 1.32 0.34
H -1.083517 0.684365 -0.921493 0.89 -0.78 0.80 0.23
H -1.791482 1.392494 0.405687 -0.19 -1.43 0.47 0.29
H -2.494967 0.031558 -0.564616 -0.87 -0.53 0.81 0.34
H 2.518842 -1.555379 0.015737 -0.49 1.14 1.05 0.17
```
Forces are in eV/Å.

[12]
A 2-piece molecular cluster, C2H5NOS overall. Source: the OMol25 dataset; level of theory: ωB97M-V with the def2-TZVPD basis set.

Its net charge is 0. Its orbital gap (spin up / spin down) is 8.41 / 8.41 eV. The calculation puts the total energy at -607.1792 Eh. The value obtained for the energy above the lowest of the compared OMol25 structures with the same formula, charge and spin is 597.6 kJ/mol. Its spin multiplicity is 1.

XYZ file:
```
10
Properties=species:S:1:pos:R:3:forces:R:3:mulliken_charge:R:1
C 0.130978 0.440260 0.068549 0.11 0.04 -0.08 -0.89
C -0.481108 -0.896897 -0.068080 -3.14 0.64 1.28 -0.25
N -2.502343 -0.593706 0.678825 4.17 -1.55 0.58 -0.20
O -3.363926 -0.994441 -0.337186 -0.73 -0.61 -0.80 -0.19
S -3.208364 0.658175 -0.135895 -0.63 1.61 -0.90 0.08
H -0.054608 0.847032 1.060927 0.06 0.02 0.08 0.29
H -0.243607 1.134451 -0.681590 0.00 0.00 0.00 0.30
H 1.213903 0.354382 -0.053725 0.10 0.08 -0.03 0.32
H -0.242189 -1.640408 0.674615 0.13 -0.15 0.02 0.26
H -0.726370 -1.268316 -1.049979 -0.07 -0.07 -0.14 0.29
```
Forces are in eV/Å.